Entry 1:
Computed, not measured: C5H9BrN2O5 in the gas phase, with ωB97M-V/def2-TZVPD.

E_LUMO: 0.116 eV
Energy relative to the best compared isomer or geometry (same formula, charge and spin): 0.419 eV
SMILES: CC(C)(O[N+](=O)[O-])[C@](C)(Br)[N+](=O)[O-]

XYZ file:
```
22
Properties=species:S:1:pos:R:3:forces:R:3
C -0.49670 -0.33378 -1.74202 0.63 -1.45 -0.43
C -0.24546 -0.60330 -0.28692 -0.25 3.15 0.35
C -1.46981 -1.15463 0.47622 -1.40 -0.33 -2.14
O 0.85818 -1.36953 -0.05771 1.01 -2.22 2.48
N 2.07098 -1.68512 -0.84174 -2.59 -0.51 0.05
O 2.73931 -2.44044 -0.27030 1.22 -0.58 1.56
O 2.07305 -1.32912 -1.94377 0.49 1.41 -2.51
C 0.30759 1.02455 0.45115 -1.31 -2.02 -0.33
C -0.73659 2.07802 0.75289 3.29 0.68 -3.09
Br 1.70557 1.66985 -0.67178 0.24 0.74 -0.31
N 0.97886 0.67292 1.74819 -0.94 0.17 -0.44
O 0.27273 0.74394 2.73089 -0.15 -0.30 0.47
O 2.12586 0.36469 1.71043 1.37 -0.68 0.69
H -1.43191 0.12369 -1.82571 -1.70 0.64 -0.18
H 0.23710 0.45484 -1.98081 -0.27 -1.18 -1.15
H -0.55087 -1.35624 -2.34173 0.58 2.39 1.04
H -1.36548 -1.44646 1.46234 0.91 -0.26 2.10
H -2.44293 -0.62562 0.42736 1.07 1.12 -0.04
H -1.91854 -2.03971 -0.00396 1.09 -0.32 -0.35
H -0.22959 2.88938 1.19595 0.43 0.76 1.55
H -0.89028 2.57075 -0.18291 -0.95 -0.08 -1.03
H -1.59109 1.79131 1.19393 -2.77 -1.15 1.69
```
Positions in Å, forces in eV/Å.

Here are the natural (NBO) charges for atoms 1 to 4, given in e:
1 C -0.6833
2 C 0.3524
3 C -0.6671
4 O -0.4763

Entry 2:
Computed, not measured: a molecular structure, C30H39AsN4NaO4SeSi, with ωB97M-V/def2-TZVPD.

E_LUMO: 1.635 eV
Energy relative to the best compared isomer or geometry (same formula, charge and spin): 0.022 eV
Charge: -1

XYZ file:
```
81
Properties=species:S:1:pos:R:3:forces:R:3
Na -0.02289 -0.42699 -0.22878 -0.28 -1.27 1.16
O -7.10808 0.53354 -1.22497 -0.04 0.01 0.13
C -6.60425 0.52214 -0.08640 0.02 -0.02 -0.02
O -7.11504 0.61153 1.04596 -0.05 0.00 -0.13
C -5.05949 0.38068 -0.07694 -0.03 0.01 0.06
C -4.33967 0.28680 -1.25724 0.00 0.04 -0.09
C -2.95961 0.18600 -1.19577 0.07 0.01 0.04
N -2.28326 0.18619 -0.04476 -0.11 -0.04 -0.10
C -2.97524 0.23547 1.09560 0.09 0.03 0.00
C -4.35877 0.33152 1.11869 0.04 0.06 0.06
C -2.16019 0.13611 2.34285 0.07 -0.07 -0.03
C -2.61085 0.66138 3.55134 -0.05 -0.01 0.08
C -1.82311 0.51669 4.67977 -0.02 0.03 -0.04
C -0.61005 -0.14739 4.57484 -0.02 0.01 0.04
C -0.23990 -0.63770 3.33323 -0.06 -0.10 -0.07
N -0.98478 -0.49533 2.23984 -0.12 0.00 0.00
C -2.13117 0.00220 -2.42195 0.03 -0.15 -0.01
C -2.34059 0.76619 -3.56540 -0.09 0.01 -0.05
C -1.56199 0.52172 -4.68131 0.02 -0.03 -0.02
C -0.59938 -0.47656 -4.62570 -0.03 -0.02 0.00
C -0.45484 -1.18109 -3.44144 -0.10 -0.06 0.04
N -1.19637 -0.95328 -2.36009 -0.04 0.19 -0.15
H -4.88433 0.26733 -2.19324 0.01 0.03 0.03
H -4.92895 0.36095 2.03796 -0.01 -0.01 -0.03
H -3.56360 1.17104 3.60142 0.03 0.01 -0.02
H -2.15795 0.91545 5.62960 0.02 0.00 0.00
H 0.03320 -0.28943 5.43356 -0.01 -0.01 -0.02
H 0.68643 -1.18929 3.20571 0.00 0.05 -0.03
H -3.10276 1.53448 -3.56638 0.02 -0.01 0.01
H -1.70936 1.09257 -5.58988 0.01 0.03 0.02
H 0.01656 -0.71585 -5.48355 -0.01 0.00 0.01
H 0.27261 -1.98437 -3.35420 0.02 0.05 0.04
O -1.12008 3.24780 -0.44989 0.04 0.06 0.12
C 0.14489 3.81608 -0.16137 -0.01 -0.06 0.03
C 0.31067 4.16586 1.31256 -0.07 -0.06 -0.02
C 0.36544 2.93217 2.21958 0.06 0.08 -0.10
C 1.67429 2.18433 2.19744 -0.16 -0.12 0.03
C 2.80033 2.66386 2.86594 0.05 0.03 0.00
C 3.93322 1.87160 2.93738 0.00 0.05 -0.03
C 3.91700 0.61953 2.33857 0.00 0.01 -0.02
C 2.77177 0.23386 1.65874 0.01 0.12 0.00
N 1.68040 1.00380 1.57774 0.14 -0.24 0.03
H -1.05857 2.28620 -0.37941 0.03 -0.01 -0.09
H 0.22434 4.73107 -0.75282 0.00 0.02 -0.06
H 0.93334 3.12763 -0.47263 -0.02 0.04 -0.02
H -0.54059 4.78189 1.61262 0.04 0.05 -0.02
H 1.21919 4.76834 1.43041 -0.02 0.01 0.05
H -0.41777 2.23463 1.91746 -0.02 0.02 0.08
H 0.15857 3.23370 3.24924 -0.01 -0.03 0.02
H 2.76767 3.63340 3.34956 0.00 -0.02 -0.01
H 4.81261 2.22034 3.46541 -0.01 -0.01 0.02
H 4.76339 -0.05239 2.39826 -0.01 0.02 -0.01
H 2.71233 -0.74258 1.17707 -0.03 0.05 0.04
C 0.46380 -5.53546 1.69556 -0.04 -0.09 0.01
Si 0.71972 -4.75493 -0.00510 0.08 0.11 0.07
C 1.24490 -6.13905 -1.17564 -0.02 -0.09 -0.01
C -0.95594 -4.13405 -0.59572 -0.06 -0.14 0.00
Se 2.25205 -3.14998 0.08249 -0.15 0.31 -0.08
H 0.00840 -6.53044 1.62241 -0.01 0.08 0.02
H -0.18716 -4.90344 2.30736 0.06 -0.02 -0.01
H 1.42227 -5.62968 2.21145 -0.04 -0.02 -0.03
H 0.58841 -7.01151 -1.07465 0.02 0.05 -0.03
H 2.26936 -6.45174 -0.95902 -0.03 0.01 -0.01
H 1.20819 -5.80076 -2.21483 0.03 0.00 0.03
H -1.64531 -4.97377 -0.75071 0.01 0.08 0.02
H -0.86995 -3.58598 -1.53644 -0.01 -0.01 0.04
H -1.40325 -3.46105 0.14166 0.02 0.01 -0.04
C 3.60130 2.30875 -1.08819 0.02 -0.16 0.16
As 2.42028 1.05892 -1.97086 0.05 0.39 -0.45
C 2.31542 1.81105 -3.74540 0.02 -0.06 0.02
C 3.40521 -0.57373 -2.12246 0.00 -0.06 -0.02
O 0.89478 0.95683 -1.35591 0.81 0.71 -0.67
H 4.46426 2.46490 -1.73567 0.00 0.01 -0.01
H 3.93527 1.90030 -0.13566 -0.04 0.03 0.02
H 3.08749 3.25162 -0.92039 -0.02 0.03 -0.03
H 3.30885 2.02418 -4.13985 -0.01 -0.01 0.01
H 1.73858 2.73057 -3.66527 -0.02 0.03 -0.03
H 1.79046 1.12077 -4.40169 -0.02 -0.02 0.01
H 4.32760 -0.38075 -2.67240 -0.02 0.04 0.01
H 2.79920 -1.31368 -2.64128 -0.01 -0.01 0.01
H 3.62103 -0.98171 -1.13794 0.00 -0.01 0.02
```
Positions in Å, forces in eV/Å.

Here are the natural (NBO) charges for atoms 1 to 4, given in e:
1 Na 0.8784
2 O -0.7460
3 C 0.7353
4 O -0.7477

Entry 3:
Computed, not measured: a molecular structure, C12H25BeN2O16S3, with ωB97M-V/def2-TZVPD.

E_LUMO: -8.590 eV
Charge: +1

XYZ file:
```
59
Properties=species:S:1:pos:R:3:forces:R:3
Be 1.94700 -3.26959 2.97358 -1.17 2.40 -3.90
C 0.41392 0.28318 0.84654 0.08 -0.42 -0.30
C 1.05931 -0.95311 1.57515 0.29 0.44 -1.65
O 1.24823 -1.99654 0.91993 -0.36 -0.95 0.64
O 1.52347 -0.81231 2.72164 0.15 -1.00 2.32
H -0.27696 0.88046 1.43551 0.31 -0.26 0.45
H -0.12194 -0.02670 -0.05012 -0.04 -0.48 0.20
H 1.19788 0.92578 0.44554 0.23 0.00 0.42
O 1.82397 -4.72288 0.83636 0.30 0.08 2.49
C 1.38623 -4.97942 -0.28769 2.12 0.29 -1.15
N 0.40999 -4.30010 -0.87014 -0.80 0.19 -0.47
C 2.26488 -5.91771 -1.16305 -0.80 -0.20 -0.10
H 0.09038 -3.40394 -0.52769 0.03 -0.23 0.65
H 0.03890 -4.53192 -1.77773 0.36 -0.28 -0.02
H 2.26765 -5.55679 -2.19103 -0.30 -0.20 -0.05
H 1.92691 -6.95347 -1.11103 -0.37 0.08 -0.20
H 3.31492 -5.99728 -0.88688 -0.18 0.59 0.65
O -2.52691 -0.38638 -4.06736 0.29 0.37 0.28
C -1.35292 -0.45131 -4.37568 -0.61 0.05 -0.18
N -0.97164 -1.10488 -5.50143 0.86 -0.01 -0.09
C -0.21693 0.13550 -3.54264 0.11 -0.95 -0.16
H 0.01009 -1.25907 -5.65321 -0.15 0.08 -0.38
H -1.63834 -1.35865 -6.21074 -0.06 -0.08 0.19
H -0.47433 -0.11766 -2.51511 0.08 0.56 0.13
H -0.01871 1.18933 -3.72717 -0.52 0.08 0.20
H 0.72465 -0.36552 -3.77738 0.01 -0.11 0.00
C -3.64935 3.50538 0.82439 -0.05 -0.61 0.68
C -2.18224 3.28135 1.28317 0.56 0.00 -0.52
O -1.60682 4.60850 1.39979 -0.13 -0.04 0.28
S -2.22627 5.48516 0.23829 -1.13 1.08 -2.24
O -1.75139 5.11654 -1.07966 -0.22 -0.30 1.90
O -2.22902 6.87890 0.55545 -0.08 -1.45 0.49
O -3.74857 4.85625 0.40509 1.24 0.55 -0.26
H -4.35425 3.38077 1.64843 0.18 0.21 0.24
H -3.97621 2.77362 0.08484 0.36 0.30 -0.48
H -1.52641 2.78549 0.56682 -0.54 -0.26 -0.37
H -2.06400 2.73340 2.21511 -0.20 0.47 0.23
C 4.88845 0.75838 1.53132 -0.35 0.30 -0.40
C 4.30395 0.56559 0.12667 0.69 -0.83 1.40
O 4.66862 1.77730 -0.52371 0.09 0.55 -0.45
S 6.21680 2.19936 -0.14133 -0.55 -0.25 2.04
O 6.40643 3.59455 0.16270 -0.77 -1.80 -0.96
O 7.08341 1.49541 -1.02585 -0.34 0.32 0.48
O 6.11569 1.44479 1.34575 0.72 0.32 -1.10
H 5.04665 -0.16946 2.07856 0.20 0.00 -0.11
H 4.20426 1.40094 2.08837 0.11 0.04 0.20
H 3.24477 0.35342 0.26245 -0.23 0.95 -0.62
H 4.68541 -0.35032 -0.32829 0.50 0.37 -0.50
C -3.44258 -0.05396 3.15648 0.50 -0.40 0.02
C -4.78040 0.02246 2.51675 -1.81 -0.67 0.69
O -4.70102 -0.93947 1.45797 1.55 -0.55 -2.14
S -3.23127 -0.82042 0.68959 -0.43 2.24 1.86
O -3.24862 0.07757 -0.44937 -0.06 -1.72 1.78
O -2.52167 -2.06840 0.67815 -0.94 0.74 -0.28
O -2.65469 0.07108 1.98729 1.67 -0.25 -1.80
H -3.24286 -1.01797 3.63040 -0.26 -0.13 -0.05
H -3.11810 0.70498 3.86646 -0.39 0.33 -0.26
H -5.05630 1.00669 2.13938 0.19 0.02 -0.04
H -5.60214 -0.40691 3.09036 0.05 0.43 0.33
```
Positions in Å, forces in eV/Å.

Here are the natural (NBO) charges for atoms 1 to 4, given in e:
1 Be 1.4286
2 C -0.7056
3 C 0.7770
4 O -0.6933

no.,largest force on an atom (eV/A)
1,4.6
2,1.7
3,4.7